Entry 1:
DFT (the ωB97M-V functional and the def2-TZVPD basis) results for a molecular structure, C17H25N4OPtSSi.

Geometry (Å):
Pt: 0.121 -0.433 0.603
C: 4.312 -1.381 0.479
C: 4.484 -2.082 1.659
C: 3.390 -2.308 2.482
C: 2.154 -1.813 2.107
N: 2.011 -1.107 0.970
C: 3.052 -0.905 0.163
C: 0.901 -2.031 2.862
C: 0.841 -2.734 4.052
C: -0.381 -2.918 4.676
C: -1.518 -2.394 4.086
C: -1.393 -1.699 2.898
N: -0.214 -1.513 2.299
H: 5.137 -1.197 -0.194
H: 5.458 -2.460 1.938
H: 3.507 -2.867 3.398
H: 2.833 -0.349 -0.737
H: 1.741 -3.139 4.490
H: -0.442 -3.464 5.607
H: -2.494 -2.515 4.531
H: -2.253 -1.279 2.397
C: -4.833 0.611 -1.111
N: -3.607 0.425 -1.856
C: -3.621 0.101 -3.289
C: -2.126 0.030 -3.618
N: -1.540 -0.180 -2.296
C: -2.405 0.159 -1.345
S: -2.069 0.253 0.338
H: -5.449 1.349 -1.621
H: -4.603 0.977 -0.114
H: -5.391 -0.325 -1.032
H: -4.157 0.861 -3.853
H: -4.115 -0.864 -3.440
H: -1.753 0.956 -4.058
H: -1.893 -0.792 -4.290
H: -0.540 -0.040 -2.068
C: 0.797 2.638 -2.935
Si: 1.086 2.151 -1.153
C: 2.883 2.438 -0.709
C: 0.013 3.206 -0.048
O: 0.725 0.538 -1.037
H: 1.204 3.634 -3.123
H: -0.271 2.681 -3.165
H: 1.271 1.949 -3.637
H: 3.123 3.502 -0.762
H: 3.560 1.921 -1.393
H: 3.104 2.103 0.308
H: 0.299 4.257 -0.144
H: 0.106 2.928 1.004
H: -1.042 3.124 -0.318

Atomic forces in eV per Å
Pt 0.1 0.0 0.0
C 0.0 0.0 0.0
C 0.0 0.0 0.0
C 0.0 0.0 0.0
C 0.0 0.0 0.0
N 0.0 0.0 0.0
C 0.0 0.0 0.0
C 0.0 0.0 0.0
C 0.0 0.0 0.0
C 0.0 0.0 0.0
C 0.0 0.0 0.0
C 0.0 0.0 0.0
N 0.0 0.0 0.0
H 0.0 0.0 0.0
H 0.0 0.0 0.0
H 0.0 0.0 0.0
H 0.0 0.0 0.0
H 0.0 0.0 0.0
H 0.0 0.0 0.0
H 0.0 0.0 0.0
H 0.0 0.0 0.0
C 0.0 0.0 0.0
N -0.1 0.0 -0.1
C 0.0 0.0 0.1
C 0.0 0.0 0.0
N 0.2 0.0 0.2
C 0.0 0.0 0.0
S 0.0 0.0 -0.1
H 0.0 0.0 0.0
H 0.0 0.0 0.0
H 0.0 0.0 0.0
H 0.0 0.0 0.0
H 0.0 0.0 0.0
H 0.0 0.0 0.0
H 0.0 0.0 0.0
H -0.1 0.0 -0.1
C 0.0 0.0 0.0
Si 0.0 -0.1 0.0
C 0.0 0.0 0.0
C 0.0 0.0 0.0
O 0.0 0.0 0.0
H 0.0 0.0 0.0
H 0.0 0.0 0.0
H 0.0 0.0 0.0
H 0.0 0.0 0.0
H 0.0 0.0 0.0
H 0.0 0.0 0.0
H 0.0 0.0 0.0
H 0.0 0.0 0.0
H 0.0 0.0 0.0

For the HOMO-LUMO gap, the calculation gives 7.784 eV. The energy comes out at -48001.5242 eV. The calculation puts the strongest force on any atom at 0.004 Eh/bohr. As for the multiplicity: 1. As for the net charge: +1. As for the HOMO energy: -11.4 eV. The molar mass comes out at 556.65 g mol⁻¹.

Partial atomic charges computed with the natural (NBO) method, in multiples of e: number 1, Pt, carries 0.772; number 2, C, carries -0.227; number 3, C, carries -0.129; number 4, C, carries -0.205; number 5, C, carries 0.143; number 6, N, carries -0.439; number 7, C, carries 0.084; number 8, C, carries 0.252; number 9, C, carries -0.223; number 10, C, carries -0.131; number 11, C, carries -0.225; number 12, C, carries 0.069; number 13, N, carries -0.439; number 14, H, carries 0.246; number 15, H, carries 0.240; number 16, H, carries 0.233; number 17, H, carries 0.255; number 18, H, carries 0.233; number 19, H, carries 0.241; number 20, H, carries 0.246; number 21, H, carries 0.235; number 22, C, carries -0.411; number 23, N, carries -0.385; number 24, C, carries -0.219; number 25, C, carries -0.227; number 26, N, carries -0.587; number 27, C, carries 0.368; number 28, S, carries -0.131; number 29, H, carries 0.220; number 30, H, carries 0.235; number 31, H, carries 0.207; number 32, H, carries 0.223; number 33, H, carries 0.202; number 34, H, carries 0.208; number 35, H, carries 0.223; number 36, H, carries 0.474; number 37, C, carries -1.149; number 38, Si, carries 1.910; number 39, C, carries -1.155; number 40, C, carries -1.156; number 41, O, carries -1.228; number 42, H, carries 0.248; number 43, H, carries 0.225; number 44, H, carries 0.239; number 45, H, carries 0.250; number 46, H, carries 0.231; number 47, H, carries 0.231; number 48, H, carries 0.245; number 49, H, carries 0.240; number 50, H, carries 0.237

---

Entry 2:
DFT (the ωB97M-V functional and the def2-TZVPD basis) results for a single C17H25N5O molecule at a distorted geometry.

Geometry (Å):
C: -5.117 -0.741 0.434
H: -5.225 -1.463 1.240
C: -4.601 -1.421 -0.829
H: -4.387 -0.666 -1.588
C: -3.359 -2.306 -0.620
N: -2.102 -1.669 -0.283
C: -1.675 -0.664 -1.227
C: -0.155 -0.457 -1.178
N: 0.290 0.411 -0.109
C: 0.228 0.046 1.202
O: 0.670 0.755 2.085
C: -0.456 -1.267 1.503
H: 0.058 -2.088 1.001
H: -0.376 -1.411 2.581
C: -1.938 -1.264 1.099
H: -2.465 -1.989 1.721
H: -2.356 -0.267 1.307
C: 0.996 1.640 -0.430
H: 1.277 2.057 0.546
C: 2.277 1.383 -1.245
C: 3.051 0.238 -0.649
C: 3.190 -0.961 -1.335
C: 3.860 -2.028 -0.762
C: 4.397 -1.909 0.508
C: 4.270 -0.714 1.196
C: 3.605 0.353 0.620
H: 3.507 1.279 1.166
H: 4.688 -0.612 2.186
H: 4.914 -2.743 0.958
H: 3.959 -2.955 -1.308
H: 2.775 -1.062 -2.328
H: 2.032 1.167 -2.287
H: 2.879 2.294 -1.224
C: 0.081 2.653 -1.137
N: -0.973 3.122 -0.295
N: -1.753 2.484 0.329
N: -2.592 2.092 0.968
H: 0.662 3.536 -1.413
H: -0.340 2.218 -2.054
H: 0.161 -0.007 -2.120
H: 0.325 -1.437 -1.095
H: -1.931 -1.022 -2.228
H: -2.179 0.305 -1.070
H: -3.572 -3.039 0.163
H: -3.184 -2.861 -1.550
H: -5.385 -2.069 -1.227
H: -4.449 0.050 0.763
H: -6.092 -0.296 0.242

Atomic forces in eV per Å
C 0.0 0.0 -0.2
H 0.0 -0.1 0.1
C 0.2 -0.2 0.2
H 0.0 0.0 -0.1
C -0.3 0.1 -0.3
N -0.1 0.0 0.0
C 0.3 -0.1 -0.1
C -0.4 -0.2 -0.1
N 0.1 0.4 -0.2
C 0.0 -0.3 0.3
O 0.1 0.1 0.4
C -0.1 0.1 0.2
H 0.0 -0.1 0.0
H 0.1 0.1 -0.1
C 0.2 -0.1 0.1
H 0.0 0.0 0.0
H 0.0 -0.2 0.0
C 0.2 0.4 -0.1
H -0.1 0.0 -0.3
C -0.2 -0.1 0.2
C 0.1 0.1 -0.2
C 0.0 0.1 0.0
C 0.0 -0.1 0.0
C 0.0 -0.1 0.0
C 0.0 0.0 0.1
C 0.0 0.0 -0.1
H 0.0 0.1 0.1
H 0.0 0.0 0.1
H 0.0 -0.1 0.0
H 0.0 -0.1 0.0
H -0.1 0.0 -0.1
H 0.0 0.0 -0.1
H 0.0 0.0 -0.1
C 0.5 -0.9 -0.1
N 1.1 2.3 -0.8
N -1.3 -0.9 0.9
N -0.3 -0.4 0.3
H -0.1 -0.1 0.0
H 0.1 0.0 0.0
H 0.0 0.0 0.0
H 0.0 0.1 -0.1
H 0.0 0.0 0.0
H 0.0 -0.1 -0.1
H 0.0 -0.1 0.0
H -0.1 0.0 0.1
H 0.0 0.0 -0.1
H 0.0 0.1 0.1
H -0.1 0.1 0.1

For the HOMO-LUMO gap, the calculation gives 9.074 eV. The energy comes out at -27531.3075 eV. The calculation puts the strongest force on any atom at 0.051 Eh/bohr. As for the multiplicity: 1. As for the net charge: 0. As for the HOMO energy: -8.4 eV. The molar mass comes out at 315.42 g mol⁻¹.

Partial atomic charges computed with the natural (NBO) method, in multiples of e: number 1, C, carries -0.615; number 2, H, carries 0.199; number 3, C, carries -0.419; number 4, H, carries 0.194; number 5, C, carries -0.196; number 6, N, carries -0.467; number 7, C, carries -0.217; number 8, C, carries -0.234; number 9, N, carries -0.479; number 10, C, carries 0.708; number 11, O, carries -0.632; number 12, C, carries -0.506; number 13, H, carries 0.229; number 14, H, carries 0.241; number 15, C, carries -0.221; number 16, H, carries 0.208; number 17, H, carries 0.192; number 18, C, carries -0.059; number 19, H, carries 0.261; number 20, C, carries -0.437; number 21, C, carries -0.032; number 22, C, carries -0.217; number 23, C, carries -0.210; number 24, C, carries -0.218; number 25, C, carries -0.217; number 26, C, carries -0.149; number 27, H, carries 0.209; number 28, H, carries 0.215; number 29, H, carries 0.213; number 30, H, carries 0.212; number 31, H, carries 0.205; number 32, H, carries 0.203; number 33, H, carries 0.227; number 34, C, carries -0.234; number 35, N, carries -0.323; number 36, N, carries 0.269; number 37, N, carries -0.124; number 38, H, carries 0.222; number 39, H, carries 0.188; number 40, H, carries 0.209; number 41, H, carries 0.219; number 42, H, carries 0.204; number 43, H, carries 0.168; number 44, H, carries 0.193; number 45, H, carries 0.190; number 46, H, carries 0.203; number 47, H, carries 0.215; number 48, H, carries 0.211